Record 1
24
Properties=species:S:1:pos:R:3 method="wB97M-V/def2-TZVPD" de_lowest_kj_mol=211.0 charge=+1 lumo_energy_ev=-3.14 spin_multiplicity=1 gap_ev=8.2643 fmax_ev_per_a=4.6 homo_ha=-0.4192 energy_ev=-26839.1635
N 0.30367 -1.35781 3.15959
C 0.75305 -0.93915 1.99868
N 0.35037 0.18007 1.37250
C 0.75369 0.01235 -0.22935
C 1.54433 1.18195 -0.74150
C 0.69993 2.34832 -1.23864
C -0.59769 2.15033 -1.51815
C -1.28721 0.91838 -1.30752
S -2.87265 0.46489 -1.83054
C -2.68668 -0.98705 -1.12476
C -1.39849 -1.36086 -0.63145
C -0.60836 -0.24016 -0.82068
N 1.73275 -1.05997 -0.07510
O 1.46229 -1.70876 1.22182
H -0.04667 -0.69614 3.84244
H 0.78968 -2.12959 3.41031
H -0.57715 0.59316 1.61556
H 2.18646 0.86523 -1.61271
H 2.26521 1.46106 0.03131
H 1.18723 3.25204 -1.51968
H -1.10000 2.96036 -1.98334
H -3.41854 -1.72411 -1.08182
H -1.08913 -2.28036 -0.26919
H 1.65390 -1.90418 -0.66779

Record 2
6
Properties=species:S:1:pos:R:3 method="wB97M-V/def2-TZVPD" de_lowest_kj_mol=69.4 charge=-2 lumo_energy_ev=7.69 spin_multiplicity=1 gap_ev=7.1847 fmax_ev_per_a=1.7 homo_ha=0.0186 energy_ev=-18967.1268
N 1.14242 0.36543 0.52317
O -1.64764 -0.86369 -1.91992
O -2.18624 -0.02309 0.37374
O 2.07699 1.22567 0.37840
O 1.44557 -0.66646 1.17852
P -1.45137 0.22089 -0.90281

Record 3
60
Properties=species:S:1:pos:R:3 method="wB97M-V/def2-TZVPD" de_lowest_kj_mol=62.7 charge=-2 lumo_energy_ev=3.73 spin_multiplicity=1 gap_ev=5.1520 fmax_ev_per_a=1.6 homo_ha=-0.0522 energy_ev=-146301.9901
Ba 1.80951 -3.98620 -0.78491
O 8.09194 -5.27618 0.43441
C 7.84652 -4.16210 1.08844
O 8.61097 -3.70317 1.91119
C 6.58909 -3.44953 0.74430
C 6.24701 -2.21382 1.24814
N 5.07542 -1.88138 0.68964
N 4.61150 -2.82241 -0.14083
C 5.50847 -3.79728 -0.10306
C 5.20410 -5.07719 -0.85376
O 6.09463 -5.94386 -0.90641
O 4.05620 -5.13372 -1.35171
H 7.35068 -5.48910 -0.23921
H 6.76643 -1.57961 1.93985
H 4.52320 -1.05032 0.83757
S -4.53751 1.64121 2.59461
P -3.57538 1.59276 0.86043
S -2.27850 0.16876 0.43578
C -2.77230 3.23850 0.63316
C -3.54845 4.39473 0.68693
C -2.96418 5.63928 0.52651
C -1.59201 5.74430 0.32416
C -0.81520 4.59799 0.27900
C -1.40567 3.34841 0.42723
C -4.80123 1.68260 -0.52026
C -6.15119 1.44547 -0.30822
C -7.04653 1.47348 -1.37070
C -6.59757 1.74958 -2.65283
C -5.24637 1.98933 -2.87094
C -4.35470 1.94837 -1.81250
H -4.61149 4.30549 0.86904
H -3.57676 6.53157 0.56496
H -1.13338 6.71755 0.20238
H 0.25400 4.67267 0.12065
H -0.81870 2.43900 0.37934
H -6.48480 1.24550 0.70221
H -8.09736 1.27809 -1.19432
H -7.29419 1.77243 -3.48190
H -4.88631 2.19714 -3.87133
H -3.29720 2.10571 -1.98334
Br 2.26197 0.82831 -2.16225
C 1.72992 1.20938 -0.37865
C 1.80361 2.53722 0.01767
C 1.47038 2.88704 1.31679
C 1.07427 1.91066 2.21700
C 1.02608 0.58859 1.80965
C 1.34313 0.21724 0.50569
C 1.24970 -1.24661 0.16804
O 0.90691 -1.57159 -0.98995
O 1.55927 -2.07123 1.06073
H 2.11484 3.28722 -0.69635
H 1.50850 3.92488 1.61908
H 0.78592 2.17933 3.22407
H 0.71278 -0.19080 2.48643
C -2.02008 -5.15306 -0.75725
C -0.61584 -5.75440 -0.64756
O -0.59476 -6.94680 -0.41943
H -2.77593 -5.91283 -0.53703
H -2.15608 -4.79148 -1.78002
H -2.13729 -4.28513 -0.11038

Record 4
18
Properties=species:S:1:pos:R:3 method="wB97M-V/def2-TZVPD" de_lowest_kj_mol=333.6 charge=+1 lumo_energy_ev="-4.88 / -8.99" spin_multiplicity=2 gap_ev="8.2204 / 4.0977" fmax_ev_per_a=4.6 homo_ha="-0.4815 / -0.4808" energy_ev=-8889.8786
C 0.68532 -1.92266 -0.95310
C 0.17654 -1.47632 -2.13869
O -0.97602 -0.71256 -2.19456
H 1.59334 -2.56133 -0.99546
H 0.17052 -1.70251 0.00888
H 0.67483 -1.66793 -3.15883
H -1.32318 -0.81057 -3.10596
C -0.55333 2.08962 0.09401
C 0.51367 1.31957 0.87945
C 0.33575 0.11141 2.90578
N -0.15506 0.28799 1.71155
H -0.12564 2.80339 -0.61952
H -1.10738 1.35470 -0.51845
H -1.24364 2.63201 0.73978
H 1.04994 1.98200 1.46789
H 1.19769 0.89231 0.19199
H 1.21993 0.66845 3.28435
H -0.16051 -0.63570 3.55625

Record 5
64
Properties=species:S:1:pos:R:3 method="wB97M-V/def2-TZVPD" charge=-1 lumo_energy_ev=2.06 spin_multiplicity=1 gap_ev=6.3010 fmax_ev_per_a=5.1 homo_ha=-0.1560 energy_ev=-71646.9576
S -0.48814 -3.08229 1.66854
C 0.04635 -1.41548 1.10151
C -0.83865 -0.15995 1.41660
C -2.36436 -0.58494 1.32405
C -3.01547 -0.37136 -0.16780
O -3.27097 0.45028 1.16355
C 1.34961 -1.16943 2.04269
O 2.28154 -0.20938 1.57524
P 2.01658 -0.29235 -0.18119
O 0.59238 -1.35253 -0.18832
H -0.95534 -2.94689 2.93788
H -0.71815 0.26805 2.43296
H -0.81706 0.57087 0.60592
H -2.68609 -1.47902 1.88217
H -4.01357 -0.02221 -0.47754
H -3.39448 -1.45823 -0.07169
H 1.89114 -2.11743 2.22133
H 1.03750 -0.80990 3.04482
H 3.28672 0.45036 -0.25846
H 1.24864 0.91573 -0.05707
H 2.02566 -0.23274 -1.60836
H 2.87590 -1.47208 -0.16958
C -0.69986 0.95600 -3.73471
N 0.64789 1.56494 -3.58581
O 1.14764 1.51035 -2.48811
O 1.15038 2.07092 -4.58135
H -1.00358 0.55289 -2.77225
H -1.38125 1.73923 -4.05999
H -0.62431 0.17319 -4.47530
C -1.04967 4.78335 -2.32996
N -2.27161 3.96533 -2.56054
O -2.86588 4.12382 -3.61489
O -2.59302 3.19673 -1.68417
H -0.89250 5.41820 -3.19540
H -1.21531 5.37796 -1.43733
H -0.21580 4.09959 -2.19326
C 2.10947 2.27329 5.58000
N 0.94700 1.38560 5.31242
O 0.38147 1.51245 4.24995
O 0.65065 0.59309 6.18524
H 2.25596 2.91957 4.72192
H 1.87962 2.85360 6.46941
H 2.97588 1.63755 5.73833
C 1.30471 -6.21047 1.02012
N 2.13109 -7.14345 0.20484
O 1.87299 -8.33253 0.27380
O 3.00640 -6.65433 -0.47326
H 0.57021 -6.78988 1.56857
H 1.97214 -5.68876 1.69965
H 0.81980 -5.51625 0.34024
C -3.01097 -3.13322 -3.80044
N -2.40787 -1.93500 -4.44143
O -3.15867 -1.13720 -4.96778
O -1.20144 -1.84013 -4.38836
H -4.08753 -3.08605 -3.92214
H -2.60145 -4.00919 -4.29557
H -2.73681 -3.11223 -2.74858
C 2.22140 3.94806 1.57787
N 1.09641 4.19060 0.63635
O 0.42535 3.23894 0.33725
O 0.94099 5.33561 0.23427
H 2.23025 2.89166 1.83808
H 3.13917 4.22992 1.06957
H 2.05082 4.56721 2.45549

Record 6
78
Properties=species:S:1:pos:R:3 method="wB97M-V/def2-TZVPD" de_lowest_kj_mol=65.7 charge=-2 lumo_energy_ev=3.82 spin_multiplicity=1 gap_ev=5.2045 fmax_ev_per_a=0.6 homo_ha=-0.0508 energy_ev=-141963.5485
Pd 2.18218 1.17310 0.93968
Cl 1.17627 4.07538 1.93887
C 2.10790 3.21584 3.17118
C 2.73969 2.02247 2.81660
C 3.49383 1.47138 3.83911
Cl 4.42461 0.00290 3.50673
C 3.59023 1.99569 5.12551
Cl 4.54892 1.23027 6.35739
C 2.90656 3.16583 5.43172
Cl 2.99139 3.84743 7.02359
C 2.15999 3.79087 4.43291
Cl 1.32659 5.27079 4.80670
C -1.63206 -0.88075 1.37685
P 0.14767 -0.33404 1.05729
C -0.01455 0.06331 -0.73963
C 0.18519 1.39164 -1.11553
C 0.12354 1.75931 -2.45300
C -0.14134 0.81239 -3.42898
C -0.35349 -0.51273 -3.07031
C -0.28778 -0.87574 -1.73330
C 0.90813 -2.02044 1.03166
C 0.26168 -3.19840 0.65711
C 0.92907 -4.41423 0.66144
C 2.25775 -4.47758 1.05997
C 2.90405 -3.31748 1.46103
C 2.23355 -2.10385 1.44492
P -2.59553 0.45161 2.18516
C -4.31453 -0.18114 1.98423
C -5.38254 0.71809 1.95313
C -6.69264 0.27420 1.89953
C -6.97021 -1.08674 1.88154
C -5.92211 -1.99207 1.91512
C -4.60923 -1.54274 1.96583
C -2.60093 1.74964 0.89517
C -3.06799 1.53662 -0.40301
C -3.02428 2.54954 -1.34081
C -2.50700 3.79397 -0.99384
C -2.03108 4.01526 0.28683
C -2.08068 2.99365 1.22908
H -1.58418 -1.70199 2.09878
H -2.11283 -1.23972 0.46110
H 0.36244 2.15248 -0.35515
H 0.29372 2.79414 -2.72755
H -0.15406 1.08630 -4.47578
H -0.50554 -1.25811 -3.84055
H -0.40964 -1.92012 -1.47282
H -0.77311 -3.17791 0.34008
H 0.41281 -5.31103 0.34255
H 2.78441 -5.42345 1.05378
H 3.93754 -3.34947 1.78191
H 2.73823 -1.18894 1.75523
H -5.17973 1.78264 1.95356
H -7.50026 0.99453 1.86578
H -7.99374 -1.43603 1.83435
H -6.12174 -3.05612 1.89331
H -3.80650 -2.26840 1.97828
H -3.45343 0.56316 -0.68396
H -3.35942 2.36215 -2.35215
H -2.45208 4.58054 -1.73592
H -1.60231 4.97178 0.55600
H -1.68506 3.15795 2.22384
N 3.56780 0.40598 -1.05938
C 3.28433 -0.32324 -2.22915
C 3.27820 0.31132 -3.47017
C 2.93336 -0.38430 -4.61638
C 2.59647 -1.72948 -4.55595
C 2.64332 -2.37144 -3.32726
C 2.97221 -1.67900 -2.17206
S 2.00464 -2.57737 -6.01823
O 0.57741 -2.26236 -6.05808
O 2.75418 -1.99351 -7.12402
O 2.28094 -3.98759 -5.77800
H 4.03546 -0.11216 -0.32071
H 4.03462 1.29078 -1.21963
H 3.53118 1.36522 -3.52654
H 2.92430 0.11115 -5.57815
H 2.39804 -3.42445 -3.28261
H 2.97723 -2.18712 -1.21584

Record 7
25
Properties=species:S:1:pos:R:3 method="wB97M-V/def2-TZVPD" de_lowest_kj_mol=563.3 lumo_energy_ev="0.03 / 0.50" spin_multiplicity=1 gap_ev="7.1891 / 7.6333" fmax_ev_per_a=1.6 homo_ha="-0.2629 / -0.2620" energy_ev=-10493.4187
C -1.99400 -0.17839 0.20487
C -0.92117 -1.27184 -1.67334
C 1.63874 -1.31440 -0.39206
N -0.72752 -0.42325 -0.49715
C 0.55418 -0.53055 0.34351
C 0.32968 -0.99699 1.64266
H -0.04900 -1.23436 -2.31818
H -2.46291 -1.11087 0.52294
H -2.63062 0.38410 -0.48118
H -1.83029 0.44812 1.07565
H -1.12485 -2.30542 -1.38481
H -1.75129 -0.85117 -2.24113
H 1.36501 -2.35194 -0.58342
H 1.90462 -0.84676 -1.33995
H 2.53669 -1.31896 0.22487
H -0.41126 -0.56803 2.29935
H 1.00638 -1.70856 2.09195
C 0.71367 2.34743 1.04979
C 0.83132 1.34380 -0.07422
N -0.06245 1.39873 -1.13873
H -0.86016 2.00313 -0.94161
H 1.86719 1.25337 -0.40211
H 1.21997 3.27793 0.78228
H -0.32601 2.59597 1.27411
H 1.18411 1.95889 1.95589

Record 8
119
Properties=species:S:1:pos:R:3 method="wB97M-V/def2-TZVPD" de_lowest_kj_mol=0.0 charge=+1 lumo_energy_ev="-2.21 / -2.25" spin_multiplicity=2 gap_ev="7.4670 / 7.8881" fmax_ev_per_a=2.7 homo_ha="-0.3558 / -0.3726" energy_ev=-183849.3408
Ti -0.17515 -0.23232 -0.11417
C -0.03724 5.55288 -1.05240
C 0.15097 4.93733 0.32319
N -1.02560 4.15775 0.74889
C -2.04650 4.89106 1.53727
C -3.26265 5.29058 0.72038
C -1.16146 2.87602 0.45023
S 0.04802 2.10909 -0.51600
N -2.30653 2.32529 0.99463
C -2.53171 1.05846 1.12927
O -1.78559 0.08327 0.72652
C -3.74426 0.64029 1.90120
C -4.05326 -0.70679 2.03240
C -5.14889 -1.09574 2.79115
C -5.93160 -0.13747 3.41926
C -5.62455 1.21131 3.28926
C -4.52990 1.59862 2.53264
H 0.85459 6.10766 -1.34687
H -0.87957 6.24536 -1.06517
H -0.20945 4.77381 -1.79678
H 0.30467 5.70292 1.08076
H 1.01892 4.28396 0.34541
H -1.54156 5.77391 1.92392
H -2.32857 4.27549 2.38659
H -2.98141 5.91746 -0.12697
H -3.95360 5.86331 1.34133
H -3.78445 4.41050 0.34785
H -3.43367 -1.44801 1.54794
H -5.38793 -2.14610 2.89402
H -6.78347 -0.44043 4.01501
H -6.23486 1.95700 3.78102
H -4.27238 2.64338 2.42236
N -0.66759 -2.31638 -0.75913
C 0.28013 -3.06451 -1.57872
C 0.08174 -4.43308 -1.72425
C 0.93171 -5.17760 -2.52229
C 1.97827 -4.55304 -3.19299
C 2.17228 -3.19324 -3.03815
C 1.33971 -2.42711 -2.21833
P 1.62383 -0.63238 -1.96329
C 3.32431 -0.51749 -1.33133
C 4.06435 -1.61645 -0.91406
C 5.36245 -1.44841 -0.44597
C 5.91855 -0.18160 -0.36993
C 5.16824 0.92720 -0.74718
C 3.87801 0.75930 -1.22371
C 1.76371 0.01289 -3.65856
C 2.97276 0.04489 -4.35125
C 3.01460 0.49058 -5.66634
C 1.85183 0.90628 -6.29998
C 0.64517 0.88081 -5.61179
C 0.60410 0.44206 -4.29565
H -0.88779 -2.85291 0.07907
H -1.53945 -2.19892 -1.27875
H -0.74784 -4.90681 -1.21165
H 0.77435 -6.24297 -2.62993
H 2.64030 -5.12686 -3.82773
H 2.99305 -2.71047 -3.55653
H 3.64048 -2.61191 -0.95157
H 5.92994 -2.31293 -0.12659
H 6.93132 -0.05360 -0.00860
H 5.59071 1.92119 -0.67492
H 3.30371 1.63086 -1.51973
H 3.88770 -0.27390 -3.86769
H 3.95832 0.51211 -6.19614
H 1.88726 1.25230 -7.32516
H -0.26510 1.20775 -6.09663
H -0.32741 0.43509 -3.74449
O 1.08548 -0.73239 1.10932
Si 1.24237 -1.15707 2.71213
C -0.00862 -2.50576 2.98422
C -1.03682 -2.43431 3.92445
C -1.97738 -3.45656 4.03942
C -1.89798 -4.57246 3.22117
C -0.86638 -4.67818 2.29036
C 0.06441 -3.65538 2.18129
C 2.94707 -1.77523 3.05606
C 3.16955 -2.88693 3.87575
C 4.45800 -3.26343 4.23786
C 5.54395 -2.52607 3.78754
C 5.34453 -1.41972 2.97054
C 4.05702 -1.04973 2.60685
C 0.91418 0.27807 3.84046
C 1.77958 0.56519 4.90073
C 1.51079 1.61011 5.78066
C 0.37265 2.38531 5.61760
C -0.50561 2.11377 4.57369
C -0.23073 1.07113 3.70286
H -1.12104 -1.56472 4.56718
H -2.77025 -3.37829 4.77299
H -2.62589 -5.36854 3.31612
H -0.78010 -5.56224 1.66903
H 0.88260 -3.76500 1.47205
H 2.32881 -3.46879 4.23924
H 4.61146 -4.12673 4.87286
H 6.54767 -2.81353 4.07515
H 6.19249 -0.84464 2.61841
H 3.91990 -0.18255 1.96658
H 2.67857 -0.02357 5.04437
H 2.19430 1.81594 6.59468
H 0.16631 3.19532 6.30636
H -1.40710 2.70227 4.44815
H -0.93638 0.86036 2.91194
C -2.63249 2.86252 -3.64001
N -2.86364 1.65008 -4.42571
C -3.06828 1.60079 -5.79569
C -3.19398 0.30184 -6.12536
N -3.06734 -0.42594 -4.95253
C -3.12069 -1.88203 -4.84714
C -2.87694 0.40400 -3.90894
Se -2.70982 -0.02020 -2.11793
H -2.95102 3.71567 -4.23303
H -1.57540 2.94688 -3.39010
H -3.20862 2.80069 -2.72069
H -3.10687 2.48929 -6.40083
H -3.36410 -0.17123 -7.07629
H -3.54459 -2.27356 -5.76756
H -3.74424 -2.15301 -4.00033
H -2.11843 -2.28201 -4.70014